No. 1
DFT (ωB97M-V/def2-TZVPD) results for 2 unconnected molecules or ions with the total composition C8H16F2P at a distorted geometry.

Results
Orbital gap, eV: 8.30
Lowest unoccupied orbital energy, eV: -4.053
Net charge: +1
Calculated total energy, eV: -23269.297

Geometry as XYZ:
```
27
C8H16F2P, DFT ωB97M-V/def2-TZVPD
C 2.67009 0.77545 -0.56478
C 2.11784 -0.34059 -0.96938
C -1.85669 -1.03769 -2.29233
C 1.02779 -3.03814 1.22108
C -1.18741 4.15605 2.06057
C -0.71171 -0.20204 -1.82305
C -0.08592 -2.08098 0.49599
C -1.46836 3.77253 3.27731
F 3.64432 1.18909 -1.37607
F 1.00913 -2.08622 -2.05193
P 0.52801 -1.04689 -0.87798
H 2.12205 1.68313 -0.21247
H -2.72461 -1.05940 -1.57746
H -2.37164 -0.48460 -3.12315
H -1.66194 -2.05857 -2.68094
H 0.96686 -2.86274 2.30974
H 1.01949 -4.14036 1.13833
H 1.99280 -2.85236 0.92251
H 2.73702 -1.00045 -1.66196
H -1.91028 4.45167 1.29080
H -0.09228 4.32001 1.72298
H -1.02779 0.80860 -1.37486
H -0.01406 -0.20402 -2.70878
H -0.44249 -1.28057 1.13336
H -0.97279 -2.67972 -0.04761
H -2.48050 3.41335 3.51930
H -0.82693 3.88548 4.25078
```

Results of the Mulliken charge analysis, in e, for atoms 1 through 5: C 0.113; C -0.463; C -1.335; C -1.082; C -0.464



No. 2
DFT (ωB97M-V/def2-TZVPD) results for 2 unconnected molecules or ions with the total composition C8H16FNO3S.

Results
Orbital gap, eV: 9.81
Lowest unoccupied orbital energy, eV: 0.594
Calculated total energy, eV: -29739.316

Geometry as XYZ:
```
30
C8H16FNO3S, DFT ωB97M-V/def2-TZVPD
N 4.99766 2.03526 0.93033
C 3.91333 1.83162 0.30259
C 2.89400 0.76496 0.60838
C 1.44845 1.21154 0.41210
C 0.44145 0.07064 0.23119
C 0.59143 -1.02523 1.27720
F -0.66656 -1.60132 1.54547
O 1.10857 1.99099 1.57373
C 0.37787 3.09782 1.38049
O 0.07284 3.83233 2.27255
H 5.09122 1.38993 1.71767
H 3.71701 2.49093 -0.54940
H 3.07563 -0.10808 -0.03003
H 3.02713 0.44506 1.64828
H 1.38923 1.84921 -0.47920
H 0.48361 -0.31468 -0.79058
H -0.55171 0.51107 0.38241
H 0.96141 -0.62056 2.22415
H 1.24428 -1.83542 0.93668
H 0.12832 3.30244 0.32631
C -4.23103 -1.32316 -2.44193
S -2.73016 -1.12336 -1.47418
O -1.59066 -1.29477 -2.41675
C -2.88873 -2.65805 -0.55803
H -4.29923 -0.47860 -3.12408
H -4.17246 -2.25293 -3.00696
H -5.09269 -1.32762 -1.77468
H -2.94659 -3.48819 -1.26204
H -3.78291 -2.61380 0.06371
H -2.01073 -2.75802 0.07461
```

Results of the Mulliken charge analysis, in e, for atoms 1 through 5: N -0.699; C -0.090; C -0.527; C -0.305; C -0.542



No. 3
DFT (ωB97M-V/def2-TZVPD) results for a molecular structure, C8H16GaO7S2 at a distorted geometry.

Results
Orbital gap, eV: 9.27
Lowest unoccupied orbital energy, eV: -3.105
Net charge: +1
Calculated total energy, eV: -96927.621

Geometry as XYZ:
```
34
C8H16GaO7S2, DFT ωB97M-V/def2-TZVPD
Ga -0.02953 -0.98124 -0.26002
C -1.30908 -0.71108 2.52624
C -2.42272 -0.88446 1.49023
O -2.06354 -0.30743 0.22993
C -2.35119 1.06166 -0.02936
C -1.18925 1.93700 0.37071
O -0.03612 1.33924 -0.20570
C 1.17975 1.93372 0.23130
C 2.26217 0.97700 -0.19521
O 1.97922 -0.32078 0.32242
C 2.32600 -0.58583 1.68759
C 1.10416 -1.05182 2.50022
O -0.07239 -0.62672 1.80829
H -1.41943 0.20252 3.11402
H -1.31210 -1.56923 3.19901
H -2.54807 -1.94078 1.27684
H -3.36369 -0.46663 1.84545
H -2.48414 1.12682 -1.10906
H -3.26938 1.36803 0.47105
H -1.33258 2.94423 -0.02627
H -1.07797 1.99423 1.45864
H 1.32248 2.90989 -0.23655
H 1.16369 2.05369 1.32023
H 2.22586 0.86805 -1.27924
H 3.25194 1.31433 0.10928
H 3.06660 -1.38282 1.68401
H 2.76436 0.31069 2.12489
H 1.09606 -2.13753 2.59279
H 1.12254 -0.59244 3.48854
O 1.11384 -2.81346 -0.00644
S 0.01638 -3.31793 -0.87840
O 0.11155 -4.62923 -1.39204
O -1.21680 -2.90299 -0.16842
S 0.05778 -1.76681 -2.35180
```

Results of the Mulliken charge analysis, in e, for atoms 1 through 5: Ga 1.709; C -0.501; C -0.696; O -0.381; C -0.588



Question: lowest unoccupied orbital energy of number 2 (C8H16FNO3S)?
Answer: 0.594 eV